i.
11
Properties=species:S:1:pos:R:3:mulliken_charge:R:1 method="wB97M-V/def2-TZVPD" multiplicity=1 lumo_ev=0.38 homo_lumo_gap_ev=9.42 homo_energy_ev=-9.0
C -0.3347 -0.6470 0.6108 0.024
C 0.0633 1.1272 -1.4080 -0.337
H 2.1678 -0.0280 2.2095 0.373
H -0.5805 -1.8447 1.0489 0.260
H -2.2731 -0.4530 -0.1356 0.261
H 0.2438 1.4623 -2.6117 0.239
H 0.8540 1.0996 -0.5516 0.460
N 0.6570 0.2395 1.0628 -0.380
N -1.2931 -0.3581 -0.3137 -0.030
N -1.0467 0.3784 -1.6174 -0.375
O 1.5423 -0.9762 1.7061 -0.494


ii.
11
Properties=species:S:1:pos:R:3:mulliken_charge:R:1 method="wB97M-V/def2-TZVPD" multiplicity=1 lumo_ev=-0.02 homo_lumo_gap_ev=10.48 homo_energy_ev=-10.5
C -0.0264 -0.5167 -1.9591 0.252
C 0.1526 -0.0405 0.6895 0.093
N -0.2763 -0.1410 -2.9978 -0.354
N -1.2254 0.0037 1.0458 -0.590
N 0.3630 -1.0915 -0.2503 -0.309
O 0.5905 1.2481 0.2701 -0.526
H 0.7246 -0.3477 1.5895 0.298
H -1.7962 0.1793 0.2272 0.269
H -1.3868 0.7392 1.7235 0.254
H 1.3469 -1.2919 -0.4104 0.300
H 1.5335 1.2590 0.0719 0.314


iii.
11
Properties=species:S:1:pos:R:3:mulliken_charge:R:1 method="wB97M-V/def2-TZVPD" multiplicity=1 lumo_ev=0.76 homo_lumo_gap_ev=9.32 homo_energy_ev=-8.6
N -2.1442 -0.0405 0.3385 -0.462
C -1.0204 -0.5690 -0.2516 0.472
O -1.0173 -1.5923 -0.8897 -0.487
N 0.1349 0.1929 0.0422 -0.116
C 1.2872 -0.2299 -0.5084 -0.358
N 2.3819 0.3250 0.0247 -0.326
H -2.9840 -0.4791 -0.0093 0.265
H -2.1948 0.9634 0.4198 0.232
H 0.0829 0.8606 0.8178 0.266
H 3.0648 -0.4137 -0.0203 0.312
H 2.3754 0.9090 0.8679 0.202


Relative to the most stable one, in kcal/mol, the structures come out at i 163.4; ii 44.0; iii 0.0.